# C5H11N3O

A single C5H11N3O molecule at a distorted geometry (ωB97M-V with the def2-TZVPD basis set, the OMol25 dataset).

As for the SMILES: C=C(C)CN(N)C(N)=O. Its total energy is -436.533299 hartree. The relative energy (zero: lowest compared OMol25 entry of this formula, charge and spin) comes out at 3.095 eV.

Cartesian coordinates (Å):
H1 2.201 -1.971 1.385
H2 -0.389 -1.961 -0.289
H3 0.015 2.144 2.033
C1 -0.934 0.238 -0.793
N1 1.860 -1.495 0.553
N2 -0.155 1.242 1.607
H4 -0.265 0.870 -2.746
C2 -0.486 -1.065 0.318
C3 -2.231 0.304 -1.099
H5 -2.584 0.664 -2.056
C4 0.148 0.538 -1.794
H6 2.586 -0.815 0.322
H7 0.781 -0.333 -1.972
C5 0.906 0.418 1.722
H8 -2.994 0.015 -0.389
H9 -1.320 -1.061 1.016
H10 -0.705 1.061 0.504
O1 2.033 0.667 2.130
H11 0.815 1.303 -1.392
N3 0.717 -0.764 0.941